No. 1
{
  "formula": "C19H20N2O5",
  "method": "wB97M-V/def2-TZVPD",
  "species": ["C", "H", "O", "C", "C", "N", "C", "O", "C", "C", "C", "C", "C", "C", "N", "C", "O", "C", "O", "C", "C", "C", "C", "C", "C", "O", "C", "H", "H", "H", "H", "H", "H", "H", "H", "H", "H", "H", "H", "H", "H", "H", "H", "H", "H", "H"],
  "coordinates": [[-5.81, -3.18, -0.50], [-6.64, -3.87, -0.39], [-6.19, -2.01, 0.19], [-5.34, -0.91, 0.00], [-3.99, -1.05, 0.74], [-3.25, 0.18, 0.71], [-2.18, 0.37, -0.08], [-1.72, -0.56, -0.75], [-1.57, 1.72, -0.04], [-2.33, 2.85, 0.29], [-1.75, 4.10, 0.38], [-0.39, 4.25, 0.15], [0.38, 3.16, -0.20], [-0.20, 1.90, -0.33], [0.54, 0.79, -0.74], [1.88, 0.66, -0.88], [2.71, 1.52, -0.67], [2.26, -0.76, -1.33], [3.61, -0.82, -1.69], [4.46, -0.77, -0.61], [5.80, -0.45, -0.83], [6.68, -0.38, 0.23], [6.23, -0.60, 1.52], [4.91, -0.93, 1.75], [4.02, -1.03, 0.69], [2.72, -1.38, 0.96], [2.00, -1.76, -0.19], [2.31, -2.76, -0.52], [0.94, -1.79, 0.10], [4.54, -1.12, 2.74], [6.92, -0.53, 2.35], [7.71, -0.13, 0.04], [6.11, -0.27, -1.85], [1.69, -1.04, -2.22], [-0.06, -0.02, -0.93], [1.43, 3.28, -0.40], [0.06, 5.22, 0.24], [-2.36, 4.95, 0.63], [-3.39, 2.75, 0.44], [-3.60, 0.95, 1.27], [-3.37, -1.81, 0.25], [-4.18, -1.35, 1.78], [-5.15, -0.74, -1.07], [-5.88, -0.05, 0.41], [-4.91, -3.62, -0.07], [-5.64, -2.97, -1.56]],
  "mulliken_charge": [-0.672, 0.246, -0.375, -0.353, -0.752, -0.145, 0.894, -0.831, 0.591, -0.648, -0.826, -0.641, -0.583, 0.203, -0.038, 0.425, -0.665, -0.170, -0.456, 0.653, -0.916, -0.500, -0.457, -0.761, 0.773, -0.479, -0.514, 0.304, 0.454, 0.415, 0.374, 0.377, 0.429, 0.511, 0.284, 0.525, 0.401, 0.397, 0.434, 0.244, 0.373, 0.270, 0.336, 0.288, 0.277, 0.305],
  "e_tot_ev": -33245.499,
  "largest_force_ev_per_a": 0.5,
  "homo_ev": -8.12,
  "mol_weight_g_mol": 356.38,
  "smiles": "COCCNC(=O)c1ccccc1NC(=O)[C@@H]1COc2ccccc2O1",
  "e_lumo_ev": 0.40
}

No. 2
{
  "formula": "C30H50N7O5P2S",
  "method": "wB97M-V/def2-TZVPD",
  "species": ["O", "C", "O", "C", "C", "C", "P", "O", "O", "O", "N", "C", "C", "P", "S", "H", "H", "H", "H", "H", "H", "H", "H", "C", "C", "C", "C", "N", "H", "H", "H", "H", "H", "H", "H", "C", "C", "C", "C", "N", "H", "H", "H", "H", "H", "H", "H", "C", "C", "C", "C", "N", "H", "H", "H", "H", "H", "H", "H", "C", "C", "C", "C", "N", "H", "H", "H", "H", "H", "H", "H", "C", "C", "C", "C", "N", "H", "H", "H", "H", "H", "H", "H", "C", "C", "C", "C", "N", "H", "H", "H", "H", "H", "H", "H"],
  "coordinates": [[5.90, -2.88, 4.16], [5.91, -3.88, 3.23], [6.76, -5.08, 3.41], [4.94, -3.60, 1.91], [3.34, -4.02, 1.88], [2.51, -3.63, 0.51], [0.61, -4.05, 0.46], [0.04, -3.49, -0.93], [0.26, -5.74, 0.72], [-0.11, -2.99, 1.69], [3.14, -2.98, -0.69], [4.60, -2.58, -0.75], [5.58, -2.86, 0.57], [7.41, -2.32, 0.57], [8.35, -3.00, -1.02], [6.31, -5.79, 2.82], [2.88, -4.55, 2.81], [0.45, -6.02, 1.67], [0.23, -2.07, 1.41], [2.55, -2.78, -1.54], [5.02, -2.04, -1.73], [7.43, -0.86, 0.65], [8.11, -2.91, 1.72], [3.47, 1.45, 1.16], [3.37, 1.39, -0.36], [1.93, 1.36, -0.86], [1.22, 0.13, -0.48], [0.67, -0.84, -0.17], [3.05, 0.55, 1.63], [4.52, 1.53, 1.47], [2.94, 2.32, 1.56], [3.92, 0.51, -0.72], [3.87, 2.28, -0.77], [1.94, 1.43, -1.96], [1.38, 2.23, -0.49], [0.02, 0.93, 3.97], [0.14, 2.22, 4.77], [-0.43, 3.44, 4.05], [0.33, 3.78, 2.83], [0.92, 4.04, 1.87], [0.60, 0.98, 3.04], [0.40, 0.09, 4.55], [-1.02, 0.73, 3.71], [1.20, 2.39, 5.02], [-0.40, 2.09, 5.72], [-0.41, 4.29, 4.73], [-1.48, 3.26, 3.79], [-2.24, 0.76, -1.16], [-3.38, 0.15, -0.36], [-4.15, 1.18, 0.47], [-3.32, 1.77, 1.53], [-2.67, 2.24, 2.37], [-1.47, 1.19, -0.51], [-1.75, -0.01, -1.77], [-2.60, 1.54, -1.83], [-2.98, -0.64, 0.29], [-4.07, -0.33, -1.06], [-5.01, 0.68, 0.92], [-4.54, 1.97, -0.18], [-5.14, 5.26, -3.84], [-6.23, 4.24, -3.58], [-5.78, 3.10, -2.66], [-4.74, 2.26, -3.27], [-3.92, 1.60, -3.75], [-4.29, 4.82, -4.37], [-5.53, 6.08, -4.46], [-4.77, 5.69, -2.90], [-6.59, 3.83, -4.53], [-7.08, 4.75, -3.11], [-6.65, 2.47, -2.43], [-5.43, 3.51, -1.71], [-0.09, -6.90, -2.78], [0.03, -8.34, -3.25], [0.74, -9.25, -2.25], [2.15, -8.88, -2.07], [3.27, -8.59, -1.93], [0.89, -6.43, -2.66], [-0.66, -6.31, -3.50], [-0.61, -6.84, -1.82], [0.54, -8.36, -4.22], [-0.98, -8.73, -3.42], [0.69, -10.28, -2.61], [0.23, -9.22, -1.28], [-1.97, 5.07, -0.01], [-1.42, 6.44, 0.39], [-2.52, 7.47, 0.67], [-3.29, 7.80, -0.54], [-3.91, 8.06, -1.48], [-2.52, 5.12, -0.95], [-1.14, 4.36, -0.14], [-2.63, 4.68, 0.77], [-0.75, 6.80, -0.40], [-0.81, 6.32, 1.29], [-2.05, 8.38, 1.05], [-3.19, 7.10, 1.45]],
  "mulliken_charge": [-0.432, 0.225, -0.404, 0.311, -0.589, 0.335, 0.831, -0.605, -0.433, -0.520, 0.124, -0.317, 0.114, 0.100, -0.321, 0.400, 0.336, 0.359, 0.435, 0.349, 0.396, 0.167, 0.179, -0.928, -0.410, -0.025, 0.251, -0.425, 0.239, 0.378, 0.175, 0.085, 0.371, 0.424, -0.136, -0.834, -0.578, -0.272, 0.355, -0.563, 0.093, 0.414, 0.245, 0.303, 0.323, 0.381, 0.268, -0.606, -0.579, 0.302, 0.094, -0.440, -0.018, 0.316, 0.097, 0.347, 0.352, 0.353, -0.422, -0.981, -0.656, -0.186, 0.385, -0.529, 0.334, 0.359, 0.153, 0.336, 0.330, 0.397, 0.123, -0.965, -0.514, -0.349, 0.258, -0.463, 0.265, 0.364, 0.221, 0.314, 0.320, 0.288, 0.254, -0.587, -0.423, -0.565, 0.235, -0.446, 0.374, -0.039, 0.234, 0.343, 0.205, 0.355, 0.287],
  "e_tot_ev": -81986.645,
  "largest_force_ev_per_a": 9.7,
  "total_charge": 1,
  "homo_ev": -11.95,
  "mol_weight_g_mol": 682.79,
  "e_lumo_ev": -5.83
}

No. 3
{
  "formula": "C3H15NO4",
  "method": "wB97M-V/def2-TZVPD",
  "species": ["C", "N", "C", "O", "C", "H", "H", "H", "H", "H", "H", "H", "H", "H", "H", "H", "O", "H", "H", "O", "H", "H", "O"],
  "coordinates": [[-1.49, -0.67, 0.57], [-0.28, 0.19, 0.04], [-0.12, 0.28, -1.36], [0.36, -0.93, -1.91], [-2.82, -0.02, 0.43], [-1.38, -1.06, 1.60], [-1.63, -1.65, 0.09], [0.66, 0.13, 0.50], [0.62, 1.18, -1.55], [-1.11, 0.34, -1.98], [1.18, -1.14, -1.39], [-3.07, 1.11, 0.65], [-3.53, -0.52, 1.15], [-3.20, -0.21, -0.62], [1.87, 0.73, 3.44], [0.55, 0.67, 2.70], [1.45, 0.65, 2.56], [4.72, -2.50, -2.59], [4.33, -3.38, -1.41], [4.33, -2.42, -1.68], [-0.64, 3.64, 0.71], [-0.21, 2.32, 0.13], [-0.59, 3.24, -0.09]],
  "mulliken_charge": [-1.392, 0.074, -0.768, -0.241, -0.984, 0.867, 0.016, 0.338, 0.333, 0.210, 0.203, 0.233, 0.347, 0.308, 0.644, 0.359, -1.340, 0.344, 0.374, -0.791, 0.341, 0.383, -0.855],
  "e_tot_ev": -13031.803,
  "largest_force_ev_per_a": 5.2,
  "spin_multiplicity": 2,
  "s2": 0.7503,
  "total_charge": -1,
  "homo_ev": [0.84, -5.99],
  "mol_weight_g_mol": 129.16,
  "e_lumo_ev": [2.98, 2.90]
}

No. 4
{
  "formula": "C28H60F15N6O14S5",
  "method": "wB97M-V/def2-TZVPD",
  "species": ["C", "F", "F", "F", "S", "O", "O", "O", "C", "N", "C", "C", "C", "C", "O", "H", "H", "H", "H", "H", "H", "H", "H", "H", "H", "H", "H", "H", "H", "C", "N", "C", "C", "C", "C", "O", "H", "H", "H", "H", "H", "H", "H", "H", "H", "H", "H", "H", "H", "H", "C", "N", "C", "C", "C", "C", "O", "H", "H", "H", "H", "H", "H", "H", "H", "H", "H", "H", "H", "H", "H", "C", "C", "C", "N", "C", "C", "C", "C", "C", "H", "H", "H", "H", "H", "H", "H", "H", "H", "H", "H", "H", "H", "H", "H", "H", "H", "H", "C", "F", "F", "F", "S", "O", "O", "N", "S", "O", "O", "C", "F", "F", "F", "C", "F", "F", "F", "S", "O", "O", "N", "S", "O", "O", "C", "F", "F", "F"],
  "coordinates": [[1.25, 1.21, -0.90], [1.51, 0.39, -1.93], [2.40, 1.42, -0.27], [0.77, 2.35, -1.34], [0.04, 0.44, 0.30], [-0.10, 1.31, 1.46], [-1.21, 0.22, -0.39], [0.74, -0.80, 0.69], [-3.44, -4.20, 1.40], [-2.60, -2.96, 1.32], [-1.94, -2.85, -0.02], [-3.41, -1.73, 1.54], [-1.51, -3.02, 2.39], [-0.85, -4.37, 2.61], [-0.34, -4.92, 1.42], [-2.86, -5.11, 1.27], [-4.15, -4.15, 0.57], [-4.04, -4.14, 2.31], [-1.46, -3.82, -0.16], [-1.21, -2.04, 0.02], [-2.62, -2.75, -0.87], [-4.02, -1.85, 2.44], [-4.12, -1.67, 0.72], [-2.75, -0.87, 1.63], [-2.02, -2.68, 3.29], [-0.81, -2.26, 2.04], [-1.50, -5.06, 3.16], [-0.07, -4.25, 3.37], [-0.11, -5.84, 1.57], [0.91, 0.25, 6.24], [0.62, 0.49, 4.78], [1.28, -0.67, 4.03], [-0.86, 0.44, 4.61], [1.07, 1.90, 4.44], [2.54, 2.05, 4.09], [3.38, 1.32, 4.97], [0.41, -0.65, 6.58], [0.53, 1.11, 6.79], [1.96, 0.22, 6.50], [1.26, -0.41, 2.97], [0.69, -1.48, 4.44], [2.34, -0.58, 4.28], [-1.26, -0.49, 5.01], [-1.13, 0.52, 3.56], [-1.26, 1.26, 5.21], [0.85, 2.54, 5.28], [0.47, 2.16, 3.56], [2.82, 3.11, 4.14], [2.72, 1.77, 3.05], [4.30, 1.48, 4.71], [3.44, -1.73, -0.88], [3.09, -3.16, -1.23], [1.58, -3.30, -1.31], [3.62, -3.50, -2.58], [3.67, -4.16, -0.24], [3.48, -5.64, -0.64], [4.58, -6.06, -1.44], [4.53, -1.66, -0.81], [2.95, -1.47, 0.04], [3.12, -1.11, -1.71], [1.18, -2.92, -0.37], [1.36, -4.35, -1.45], [1.18, -2.69, -2.11], [4.68, -3.72, -2.52], [3.33, -2.73, -3.29], [3.12, -4.41, -2.92], [3.16, -3.91, 0.69], [4.72, -3.92, -0.09], [2.56, -5.85, -1.16], [3.48, -6.25, 0.27], [5.41, -5.90, -0.97], [-5.71, -0.09, -1.56], [-5.26, 1.36, -1.29], [-4.24, 1.49, -0.16], [-3.70, 2.89, 0.06], [-4.83, 3.87, 0.15], [-2.83, 2.94, 1.30], [-1.79, 4.03, 1.14], [-1.77, 4.32, -0.38], [-2.73, 3.36, -1.07], [-5.91, -0.54, -0.58], [-4.98, -0.71, -2.08], [-6.65, -0.12, -2.10], [-6.09, 2.02, -1.04], [-4.79, 1.72, -2.21], [-3.37, 0.84, -0.20], [-4.73, 1.29, 0.80], [-5.28, 3.98, -0.83], [-4.41, 4.85, 0.41], [-5.51, 3.52, 0.93], [-3.59, 3.05, 2.09], [-2.43, 1.93, 1.37], [-2.12, 4.93, 1.66], [-0.83, 3.67, 1.50], [-2.18, 5.31, -0.62], [-0.76, 4.27, -0.76], [-3.31, 3.80, -1.87], [-2.27, 2.40, -1.31], [-2.19, -0.51, -3.92], [-1.91, 0.04, -5.07], [-1.11, -0.53, -3.15], [-3.19, 0.07, -3.28], [-2.66, -2.32, -4.20], [-3.55, -2.65, -3.11], [-3.27, -2.32, -5.52], [-1.10, -3.03, -4.30], [-1.36, -4.54, -3.90], [-1.28, -4.81, -2.48], [-2.49, -5.10, -4.62], [0.12, -5.49, -4.60], [0.31, -6.61, -3.91], [0.08, -5.66, -5.90], [1.21, -4.68, -4.36], [6.96, 8.40, -1.96], [7.57, 9.55, -2.17], [7.86, 7.43, -1.98], [6.37, 8.48, -0.78], [5.65, 8.00, -3.28], [4.67, 9.07, -3.18], [6.35, 7.94, -4.54], [5.08, 6.48, -2.85], [3.66, 6.60, -2.36], [3.54, 7.24, -1.05], [2.65, 6.92, -3.35], [3.27, 4.78, -2.00], [2.06, 4.74, -1.41], [3.17, 4.04, -3.11], [4.18, 4.21, -1.20]],
  "mulliken_charge": [-0.146, -0.136, -0.200, -0.115, 1.347, -0.567, -0.563, -0.902, -0.884, 0.934, -0.272, -1.369, 0.342, -1.323, -0.346, 0.286, 0.355, 0.360, 0.574, -0.901, 0.391, 0.378, 0.500, 0.394, 0.402, -0.217, 0.536, 0.496, 0.267, -0.881, 0.066, -1.223, -0.649, 0.011, -0.837, -0.538, 0.396, 0.449, 0.324, 0.392, 0.685, 0.319, 0.363, 0.144, 0.392, 0.567, -0.011, 0.537, 0.293, 0.359, -0.775, 0.594, -0.463, -0.995, -0.482, -0.584, -0.524, 0.455, 0.053, 0.316, -0.257, 0.295, 0.386, 0.346, 0.384, 0.471, 0.250, 0.568, 0.283, 0.364, 0.365, -1.355, -0.483, 0.273, 0.476, -1.141, 0.209, -0.383, -0.851, -0.251, 0.384, 0.254, 0.367, 0.525, 0.377, -0.579, 0.441, 0.409, 0.452, 0.337, 0.502, -0.431, 0.480, -0.017, 0.383, 0.337, 0.588, -0.062, 0.501, -0.226, -0.223, -0.130, 0.933, -0.572, -0.646, -0.359, 0.929, -0.572, -0.623, 0.567, -0.222, -0.203, -0.244, 0.684, -0.209, -0.240, -0.219, 0.992, -0.598, -0.633, -0.389, 1.043, -0.666, -0.652, 0.627, -0.192, -0.265, -0.263],
  "e_tot_ev": -162539.971,
  "largest_force_ev_per_a": 4.7,
  "total_charge": 1,
  "homo_ev": -9.27,
  "mol_weight_g_mol": 1150.12,
  "e_lumo_ev": -3.34
}

Copy entry 1 word for word.
{
  "formula": "C19H20N2O5",
  "method": "wB97M-V/def2-TZVPD",
  "species": ["C", "H", "O", "C", "C", "N", "C", "O", "C", "C", "C", "C", "C", "C", "N", "C", "O", "C", "O", "C", "C", "C", "C", "C", "C", "O", "C", "H", "H", "H", "H", "H", "H", "H", "H", "H", "H", "H", "H", "H", "H", "H", "H", "H", "H", "H"],
  "coordinates": [[-5.81, -3.18, -0.50], [-6.64, -3.87, -0.39], [-6.19, -2.01, 0.19], [-5.34, -0.91, 0.00], [-3.99, -1.05, 0.74], [-3.25, 0.18, 0.71], [-2.18, 0.37, -0.08], [-1.72, -0.56, -0.75], [-1.57, 1.72, -0.04], [-2.33, 2.85, 0.29], [-1.75, 4.10, 0.38], [-0.39, 4.25, 0.15], [0.38, 3.16, -0.20], [-0.20, 1.90, -0.33], [0.54, 0.79, -0.74], [1.88, 0.66, -0.88], [2.71, 1.52, -0.67], [2.26, -0.76, -1.33], [3.61, -0.82, -1.69], [4.46, -0.77, -0.61], [5.80, -0.45, -0.83], [6.68, -0.38, 0.23], [6.23, -0.60, 1.52], [4.91, -0.93, 1.75], [4.02, -1.03, 0.69], [2.72, -1.38, 0.96], [2.00, -1.76, -0.19], [2.31, -2.76, -0.52], [0.94, -1.79, 0.10], [4.54, -1.12, 2.74], [6.92, -0.53, 2.35], [7.71, -0.13, 0.04], [6.11, -0.27, -1.85], [1.69, -1.04, -2.22], [-0.06, -0.02, -0.93], [1.43, 3.28, -0.40], [0.06, 5.22, 0.24], [-2.36, 4.95, 0.63], [-3.39, 2.75, 0.44], [-3.60, 0.95, 1.27], [-3.37, -1.81, 0.25], [-4.18, -1.35, 1.78], [-5.15, -0.74, -1.07], [-5.88, -0.05, 0.41], [-4.91, -3.62, -0.07], [-5.64, -2.97, -1.56]],
  "mulliken_charge": [-0.672, 0.246, -0.375, -0.353, -0.752, -0.145, 0.894, -0.831, 0.591, -0.648, -0.826, -0.641, -0.583, 0.203, -0.038, 0.425, -0.665, -0.170, -0.456, 0.653, -0.916, -0.500, -0.457, -0.761, 0.773, -0.479, -0.514, 0.304, 0.454, 0.415, 0.374, 0.377, 0.429, 0.511, 0.284, 0.525, 0.401, 0.397, 0.434, 0.244, 0.373, 0.270, 0.336, 0.288, 0.277, 0.305],
  "e_tot_ev": -33245.499,
  "largest_force_ev_per_a": 0.5,
  "homo_ev": -8.12,
  "mol_weight_g_mol": 356.38,
  "smiles": "COCCNC(=O)c1ccccc1NC(=O)[C@@H]1COc2ccccc2O1",
  "e_lumo_ev": 0.40
}

> Which formula does entry 1 have?

C19H20N2O5